No. 1
Density functional theory data (the ωB97M-V functional and the def2-TZVPD basis) for a 4-piece molecular cluster, C27H57F9N2O12P3S overall.

```
111
Properties=species:S:1:pos:R:3:lowdin_charge:R:1
F -6.785 2.711 3.362 0.104
C -5.418 2.642 3.148 -0.382
F -4.976 3.950 3.435 0.071
C -4.681 1.741 4.207 -0.065
C -3.154 2.105 4.418 -0.152
C -2.122 0.909 4.190 -0.170
C -0.900 1.315 3.224 -0.085
C -0.671 0.221 2.109 -0.166
C -0.399 0.526 0.731 0.045
N -0.294 -0.736 0.063 0.124
C -0.468 -1.703 0.985 -0.058
N -0.679 -1.184 2.228 0.149
C -5.035 2.408 1.646 -0.373
F -5.708 3.300 0.846 0.117
F -3.696 2.737 1.477 0.077
S -5.278 0.695 0.947 0.906
F -3.967 0.089 1.709 -0.165
F -4.302 1.116 -0.325 -0.172
F -6.540 1.229 0.037 -0.150
F -6.318 0.224 2.093 -0.128
F -5.461 -0.754 0.241 -0.141
H -5.212 1.938 5.181 0.143
H -4.786 0.643 4.022 0.112
H -3.037 2.401 5.498 0.124
H -2.790 2.969 3.812 0.103
H -1.642 0.682 5.186 0.114
H -2.592 -0.051 3.853 0.090
H -1.191 2.238 2.646 0.111
H 0.043 1.515 3.791 0.128
H -0.282 1.516 0.235 0.147
H -0.128 -0.915 -0.926 0.170
H -0.465 -2.811 0.842 0.174
H -0.821 -1.656 3.122 0.185
O 2.124 7.937 2.600 -0.221
P 2.098 6.505 2.119 0.655
O 0.541 6.121 2.544 -0.219
C -0.545 6.915 2.083 -0.291
C -1.061 6.417 0.745 -0.077
O 2.884 5.824 3.393 -0.225
C 3.777 6.598 4.194 -0.295
C 3.071 7.111 5.434 -0.075
O 2.245 4.987 1.390 -0.204
C 2.043 4.837 -0.012 -0.303
C 2.593 5.979 -0.840 -0.081
H -0.271 7.970 2.017 0.109
H -1.340 6.829 2.828 0.118
H -0.334 6.616 -0.046 0.062
H -1.992 6.920 0.477 0.082
H -1.238 5.339 0.773 0.067
H 4.214 7.414 3.617 0.104
H 4.601 5.942 4.489 0.116
H 2.137 7.619 5.187 0.073
H 3.709 7.804 5.985 0.079
H 2.809 6.279 6.092 0.075
H 0.978 4.686 -0.207 0.096
H 2.548 3.913 -0.305 0.107
H 2.109 6.929 -0.586 0.069
H 2.429 5.791 -1.903 0.089
H 3.664 6.100 -0.667 0.089
O 3.436 0.726 -2.287 -0.257
P 4.650 -0.084 -2.691 0.657
O 4.223 -1.527 -1.995 -0.206
C 2.977 -2.120 -2.308 -0.317
C 3.079 -3.035 -3.514 -0.071
O 5.674 0.455 -1.525 -0.212
C 5.460 1.726 -0.919 -0.291
C 4.703 1.555 0.385 -0.074
O 6.006 -0.828 -3.362 -0.180
C 5.976 -1.301 -4.707 -0.287
C 5.222 -0.396 -5.657 -0.086
H 2.206 -1.359 -2.468 0.089
H 2.681 -2.710 -1.436 0.113
H 3.241 -2.454 -4.426 0.064
H 2.159 -3.610 -3.644 0.077
H 3.915 -3.728 -3.406 0.086
H 4.942 2.406 -1.598 0.099
H 6.440 2.167 -0.719 0.121
H 3.801 0.954 0.256 0.064
H 4.418 2.524 0.803 0.068
H 5.323 1.031 1.116 0.080
H 5.571 -2.316 -4.723 0.103
H 7.014 -1.377 -5.038 0.125
H 4.169 -0.297 -5.366 0.065
H 5.255 -0.797 -6.672 0.090
H 5.656 0.606 -5.661 0.089
O -3.792 -6.217 -2.843 -0.226
P -2.402 -6.680 -2.475 0.655
O -2.742 -7.393 -1.023 -0.214
C -3.735 -8.410 -0.935 -0.290
C -3.139 -9.783 -1.180 -0.077
O -1.829 -5.235 -1.918 -0.232
C -2.395 -4.011 -2.368 -0.306
C -3.434 -3.512 -1.382 -0.073
O -0.806 -7.212 -2.342 -0.195
C -0.393 -8.411 -2.994 -0.290
C -1.010 -8.607 -4.362 -0.086
H -4.560 -8.224 -1.626 0.107
H -4.141 -8.370 0.078 0.119
H -2.847 -9.896 -2.227 0.062
H -3.863 -10.566 -0.950 0.082
H -2.248 -9.936 -0.566 0.082
H -2.815 -4.116 -3.370 0.108
H -1.581 -3.281 -2.442 0.101
H -4.167 -4.283 -1.142 0.081
H -3.960 -2.642 -1.781 0.078
H -2.962 -3.228 -0.436 0.054
H -0.598 -9.264 -2.343 0.103
H 0.693 -8.355 -3.099 0.122
H -2.102 -8.677 -4.303 0.068
H -0.638 -9.526 -4.819 0.090
H -0.770 -7.767 -5.018 0.086
```

Results
Orbital gap = 8.75 eV
Highest occupied orbital energy = -0.4285 Eh
Net charge = +1
Spin multiplicity = 1
Molecular weight = 897.7 g mol⁻¹

No. 2
Density functional theory data (the ωB97M-V functional and the def2-TZVPD basis) for one molecule with the formula C5H12O.

```
18
Properties=species:S:1:pos:R:3:lowdin_charge:R:1
C 1.995 -0.847 -0.023 -0.117
C 1.307 0.486 -0.235 -0.223
C -0.157 0.383 0.120 -0.472
C -0.896 1.718 -0.077 -0.050
O -0.743 -0.641 -0.696 -0.188
C -1.711 -1.317 0.056 -0.134
H 1.424 -1.730 -0.419 0.087
H 1.975 -1.029 1.071 0.083
H 2.973 -0.912 -0.428 0.053
H 1.851 1.212 0.501 0.146
H 1.435 0.858 -1.283 0.127
H -0.347 0.120 1.165 0.129
H -0.802 1.994 -1.181 0.103
H -1.976 1.663 0.235 0.085
H -0.324 2.451 0.496 0.072
H -2.624 -0.668 0.365 0.106
H -1.204 -1.762 0.993 0.116
H -2.176 -1.978 -0.662 0.078
```

Results
Orbital gap = 10.83 eV
Highest occupied orbital energy = -0.3555 Eh
Net charge = 0
Energy above the lowest of the compared OMol25 structures with the same formula, charge and spin = 27.4 kcal/mol
SMILES = CC[C@@H](C)OC
Spin multiplicity = 1
Molecular weight = 88.1 g mol⁻¹

No. 3
Density functional theory data (the ωB97M-V functional and the def2-TZVPD basis) for one molecule with the formula C3H5NO2.

```
11
Properties=species:S:1:pos:R:3:lowdin_charge:R:1
O 1.953 -0.028 0.232 -0.039
C 0.733 -0.486 -0.286 -0.218
C -0.473 0.242 0.325 -0.432
O -0.434 1.624 0.235 0.026
C -2.666 -0.804 -0.623 0.046
N -1.664 -0.302 -0.259 -0.014
H 1.998 -0.277 1.165 0.099
H 0.757 -0.301 -1.367 0.133
H 0.595 -1.566 -0.130 0.129
H -0.534 0.030 1.393 0.159
H -0.266 1.867 -0.684 0.111
```

Results
Orbital gap = 11.52 eV
Highest occupied orbital energy = -0.4036 Eh
Net charge = 0
Energy above the lowest of the compared OMol25 structures with the same formula, charge and spin = 52.5 kcal/mol
Spin multiplicity = 1
Molecular weight = 87.1 g mol⁻¹

No. 4
Density functional theory data (the ωB97M-V functional and the def2-TZVPD basis) for an isolated ion of composition C7H19N5 and charge +2.

```
31
Properties=species:S:1:pos:R:3:lowdin_charge:R:1
C -2.284 -1.137 -0.786 -0.040
C 0.633 -0.260 0.176 -0.010
C -2.532 0.183 -0.270 -0.303
C -2.782 1.215 -1.472 0.035
C 0.282 2.215 -0.018 0.008
C 2.070 0.125 0.023 -0.213
C 3.003 -0.912 0.677 -0.157
N -0.111 0.803 0.082 -0.141
N -1.399 0.559 0.587 -0.162
N -1.423 0.050 1.864 0.115
N -2.852 -2.186 -0.222 0.228
N 4.420 -1.082 0.050 0.159
H -3.436 0.162 0.370 0.164
H -3.663 0.787 -1.923 0.095
H -1.922 1.253 -2.088 0.072
H -2.966 2.162 -1.104 0.064
H -0.560 2.851 -0.184 0.088
H 0.842 2.428 0.877 0.094
H 0.975 2.490 -0.904 0.139
H 2.173 1.131 0.515 0.111
H 2.411 0.287 -1.002 0.129
H 2.611 -1.980 0.937 0.165
H 3.088 -0.446 1.660 0.124
H -0.702 -0.589 2.142 0.080
H -2.307 -0.286 2.046 0.062
H -3.768 -2.010 0.109 0.126
H 4.940 -0.120 0.087 0.216
H -2.621 -3.179 -0.605 0.208
H 4.421 -1.484 -0.959 0.211
H 4.844 -1.738 0.752 0.177
H -1.386 -1.292 -1.417 0.156
```

Results
Orbital gap (spin up / spin down) = 7.38 / 7.38 eV
Highest occupied orbital energy (spin up / spin down) = -0.5327 / -0.5327 Eh
Net charge = +2
Energy above the lowest of the compared OMol25 structures with the same formula, charge and spin = 136.9 kcal/mol
Spin multiplicity = 1
Molecular weight = 173.3 g mol⁻¹